--- a ---
Below is C4H9N as an isolated structure, with properties calculated with ωB97M-V with the def2-TZVPD basis set.

```
! wB97M-V def2-TZVPD RIJCOSX def2/J DEFGRID3
* xyz 0 1
C -0.5118 -0.6771 -1.4210
C -0.0223 0.0254 -0.2085
C 1.2166 -0.2563 0.5069
N 0.8665 -0.6275 2.0303
C -0.5780 1.3261 0.0491
H -1.5965 -0.7686 -1.3802
H -0.1641 -1.7037 -1.4726
H -0.2381 -0.1352 -2.3192
H 2.0207 -0.8024 0.0396
H -0.0164 -1.1671 1.9792
H 1.4009 0.6330 1.1272
H -1.3414 1.7912 -0.5473
H -0.1914 1.9919 0.8011
H -0.8447 0.3703 0.8153
*
```

HOMO energy	-6.5	eV
M	71.1	g/mol
Kohn-Sham gap	0.22307	Eh

Atom charges from the Löwdin analysis, given in e for atoms 1 to 6:
1. C -0.0212
2. C -0.3464
3. C -0.2949
4. N -0.1282
5. C 0.0350
6. H 0.0939

---

--- b ---
Below is one molecule with the formula C4H9N, with properties calculated with ωB97M-V with the def2-TZVPD basis set.

```
! wB97M-V def2-TZVPD RIJCOSX def2/J DEFGRID3
* xyz 0 1
C 1.5066 1.0976 -0.7452
C 0.1950 0.2287 -0.6623
C -0.3680 -0.0107 0.5558
C -1.8223 -0.4777 0.7507
H 1.8850 1.2178 -1.7404
H 2.1804 0.7702 0.0088
H 1.2092 2.1700 -0.6593
H -0.3784 0.4914 -1.6926
H 1.4902 -0.9666 0.4652
H 0.0113 0.5209 1.3032
H -2.6098 0.0675 0.2283
H -2.2323 -0.3122 1.7095
H -2.0863 -1.5799 0.6290
N 0.4947 -1.0580 0.0506
*
```

HOMO energy	-9.4	eV
M	71.1	g/mol
Kohn-Sham gap	0.38988	Eh

Atom charges from the Löwdin analysis, given in e for atoms 1 to 6:
1. C -0.0592
2. C -0.3376
3. C -0.4093
4. C -0.0424
5. H 0.0549
6. H 0.0536

---

What should be chosen as the most stable of them? Choose b.

---

--- a ---
Below is a 2-piece molecular cluster, C4H9N overall, with properties calculated with ωB97M-V with the def2-TZVPD basis set.

```
! wB97M-V def2-TZVPD RIJCOSX def2/J DEFGRID3
* xyz 0 1
C 1.8346 -0.5335 1.5117
C 1.0173 -0.2627 0.3400
C -0.0474 0.5268 0.1600
N -0.6383 0.5763 -1.1421
C -1.8944 -0.2041 -1.2076
H 1.6057 -0.5105 2.5696
H 2.7795 -1.0276 1.3125
H 2.1451 1.0823 0.9946
H 1.1626 -0.9584 -0.4876
H -0.4418 1.0214 1.0481
H -0.9734 1.5142 -1.3392
H -1.6461 -1.2598 -1.3594
H -2.5020 -0.1243 -0.2988
H -2.4013 0.1601 -2.1017
*
```

HOMO energy	-7.8	eV
M	71.1	g/mol
Kohn-Sham gap	0.30027	Eh

Atom charges from the Löwdin analysis, given in e for atoms 1 to 6:
1. C -0.0199
2. C -0.3074
3. C -0.2535
4. N -0.1291
5. C -0.1358
6. H 0.0453

---

--- b ---
Below is a 3-piece molecular cluster, C4H9N overall, with properties calculated with ωB97M-V with the def2-TZVPD basis set.

```
! wB97M-V def2-TZVPD RIJCOSX def2/J DEFGRID3
* xyz 0 1
C 0.1111 -0.5534 -1.5898
C 0.8121 -0.6386 -0.2517
C 1.1123 0.5884 0.5377
N 0.1360 -0.2278 0.9752
C -1.1246 -0.0180 1.3380
H 0.8549 -0.4532 -2.3866
H -0.4687 -1.4612 -1.7897
H -0.5557 0.3094 -1.6405
H 1.3915 -1.5548 -0.1077
H -0.1313 1.7051 0.1841
H 1.9882 0.9586 1.0551
H -1.2895 0.5278 2.2622
H -0.9758 1.5791 0.3697
H -1.8606 -0.7614 1.0441
*
```

HOMO energy	-7.9	eV
M	71.1	g/mol
Kohn-Sham gap	0.33494	Eh

Atom charges from the Löwdin analysis, given in e for atoms 1 to 6:
1. C -0.0681
2. C -0.2883
3. C -0.1128
4. N -0.2127
5. C -0.0362
6. H 0.0767

---

--- c ---
Below is one molecule with the formula C4H9N, with properties calculated with ωB97M-V with the def2-TZVPD basis set.

```
! wB97M-V def2-TZVPD RIJCOSX def2/J DEFGRID3
* xyz 0 1
C 0.6347 2.4603 -0.4545
C 0.6312 1.1332 -0.1778
N -0.4258 0.3179 0.1281
C -0.2020 -1.0424 0.6240
C -0.5950 -2.4016 -0.2341
H -0.0055 2.8696 -1.3124
H 1.3764 3.1106 -0.0307
H 1.6203 0.5303 0.0906
H -1.0121 0.9483 0.7790
H 0.8605 -1.0925 0.8797
H -0.6141 -1.1317 1.6542
H -1.3553 -3.1363 0.1779
H -0.9168 -2.1562 -1.2439
H 0.2137 -3.0649 -0.4365
*
```

HOMO energy	-7.8	eV
M	71.1	g/mol
Kohn-Sham gap	0.32847	Eh

Atom charges from the Löwdin analysis, given in e for atoms 1 to 6:
1. C -0.0520
2. C -0.2899
3. N -0.0847
4. C -0.2246
5. C -0.0702
6. H 0.0685

---

--- d ---
Below is one molecule with the formula C4H9N, with properties calculated with ωB97M-V with the def2-TZVPD basis set.

```
! wB97M-V def2-TZVPD RIJCOSX def2/J DEFGRID3
* xyz 0 1
C 1.5671 0.0419 -0.2666
C 0.0828 0.0718 0.0638
C -0.5736 -1.1786 0.6441
C -0.8032 0.9080 -0.7918
H 1.8473 0.8961 -0.9769
H 2.1483 0.1610 0.7182
H 1.8238 -0.9341 -0.7441
H -0.0883 -1.5736 1.5729
H -1.6680 -1.0642 0.8168
H -0.5210 -1.9931 -0.0788
H -0.3846 1.4311 -1.6297
H -1.7881 0.5149 -1.0193
H -1.2037 1.3011 1.1728
N -0.4391 1.4176 0.5187
*
```

HOMO energy	-9.3	eV
M	71.1	g/mol
Kohn-Sham gap	0.38217	Eh

Atom charges from the Löwdin analysis, given in e for atoms 1 to 6:
1. C -0.0546
2. C -0.5481
3. C -0.0541
4. C -0.1739
5. H 0.0959
6. H 0.0980

---

What should be chosen as the most stable of them? Choose d.

---

--- a ---
Below is a 2-piece molecular cluster, C4H9N overall, with properties calculated with ωB97M-V with the def2-TZVPD basis set.

```
! wB97M-V def2-TZVPD RIJCOSX def2/J DEFGRID3
* xyz 0 1
C -2.3992 0.1134 -0.8583
C 0.3420 0.4750 1.2572
C 0.8689 -0.6204 1.6478
N 0.7636 -0.4568 0.1732
C 2.0216 -0.0715 -0.4771
H -3.1927 -0.2357 -0.1921
H -2.3094 1.2008 -0.7731
H -2.6543 -0.1425 -1.8900
H -0.1767 1.4151 1.3460
H -1.4466 -0.3569 -0.5947
H 1.1631 -1.3828 2.3495
H 2.7004 0.4799 0.1921
H 2.5278 -0.9745 -0.8355
H 1.7915 0.5569 -1.3450
*
```

HOMO energy	-8.4	eV
M	71.1	g/mol
Kohn-Sham gap	0.34998	Eh

Atom charges from the Löwdin analysis, given in e for atoms 1 to 6:
1. C -0.0540
2. C -0.0558
3. C -0.0406
4. N -0.1602
5. C -0.1364
6. H 0.0166

---

--- b ---
Below is one molecule with the formula C4H9N, with properties calculated with ωB97M-V with the def2-TZVPD basis set.

```
! wB97M-V def2-TZVPD RIJCOSX def2/J DEFGRID3
* xyz 0 1
C 1.5311 0.1525 1.7448
C 0.1697 -0.2208 1.1398
C 0.1533 -0.4506 -0.1544
N -0.8470 -0.7972 -1.0147
C -1.2588 0.2056 -1.9184
H 1.5433 -0.0914 2.8534
H 2.4550 -0.1276 1.1567
H 1.4930 1.2246 2.0058
H -0.6386 -0.3645 1.8238
H 1.1906 -0.2328 -0.4592
H -1.7607 -1.1389 -0.5894
H -0.4107 0.6317 -2.4095
H -1.9988 0.0767 -2.6612
H -1.6215 1.1328 -1.5175
*
```

HOMO energy	-8.2	eV
M	71.1	g/mol
Kohn-Sham gap	0.34459	Eh

Atom charges from the Löwdin analysis, given in e for atoms 1 to 6:
1. C -0.1322
2. C -0.1573
3. C -0.2446
4. N -0.0949
5. C -0.1633
6. H 0.0755

---

--- c ---
Below is one molecule with the formula C4H9N, with properties calculated with ωB97M-V with the def2-TZVPD basis set.

```
! wB97M-V def2-TZVPD RIJCOSX def2/J DEFGRID3
* xyz 0 1
C -1.9291 0.2558 -0.1491
C -0.6103 -0.4423 0.0511
C 1.4516 0.8501 0.0011
C 1.8396 -0.5385 -0.0534
H -2.8463 -0.2810 0.2631
H -2.0883 1.2197 0.3717
H -2.2069 0.1973 -1.2287
H -0.4266 -0.5324 1.1372
H -0.9027 -1.3747 -0.1999
H 2.1018 1.4338 -0.6930
H 1.2861 1.3114 1.0798
H 1.6254 -1.0872 0.8917
H 2.2215 -1.1007 -1.0096
N 0.4842 0.0886 -0.4620
*
```

HOMO energy	-8.6	eV
M	71.1	g/mol
Kohn-Sham gap	0.35995	Eh

Atom charges from the Löwdin analysis, given in e for atoms 1 to 6:
1. C -0.0935
2. C -0.3650
3. C -0.2691
4. C -0.0756
5. H 0.0869
6. H 0.0715

---

What should be chosen as the most stable of them? Choose b.

---

--- a ---
Below is a 2-piece molecular cluster, C4H9N overall, with properties calculated with ωB97M-V with the def2-TZVPD basis set.

```
! wB97M-V def2-TZVPD RIJCOSX def2/J DEFGRID3
* xyz 0 1
C 1.5219 -3.9769 -1.9351
N 2.0032 -5.1081 -2.2670
H 2.1508 -3.3769 -1.2811
H 0.5104 -3.6559 -2.1737
H 1.3149 -5.5384 -2.8869
C -1.9763 2.3763 1.1729
C -0.5361 2.2123 0.7169
C 0.5002 2.5660 1.4671
H -2.6039 2.2722 0.2895
H -2.1370 3.3402 1.6503
H -2.2825 1.6220 1.8992
H -0.4191 2.0731 -0.3501
H 1.5325 2.4443 1.1635
H 0.4211 2.7498 2.5346
*
```

HOMO energy	-9.7	eV
M	71.1	g/mol
Kohn-Sham gap	0.39250	Eh

Atom charges from the Löwdin analysis, given in e for atoms 1 to 6:
1. C -0.1476
2. N 0.0078
3. H 0.0528
4. H 0.0587
5. H 0.0282
6. C -0.1192

---

--- b ---
Below is one molecule with the formula C4H9N, with properties calculated with ωB97M-V with the def2-TZVPD basis set.

```
! wB97M-V def2-TZVPD RIJCOSX def2/J DEFGRID3
* xyz 0 1
C 1.0047 -0.6811 -0.0524
C -0.3004 -0.2051 0.5864
C -1.0616 0.8644 -0.1048
C -1.6570 -0.5054 -0.0475
H 2.8637 0.1945 -0.4519
H 1.5058 1.2675 0.0113
H 0.8002 -0.7651 -1.1167
H 1.3692 -1.6173 0.3285
H -0.2449 -0.0745 1.6119
H -1.3383 1.7463 0.5747
H -0.7809 1.2702 -1.0233
H -2.5900 -0.7220 0.5246
H -1.6093 -1.0703 -0.9967
N 2.0388 0.2979 0.1560
*
```

HOMO energy	-9.0	eV
M	71.1	g/mol
Kohn-Sham gap	0.37785	Eh

Atom charges from the Löwdin analysis, given in e for atoms 1 to 6:
1. C -0.2972
2. C -0.2951
3. C -0.1761
4. C -0.1075
5. H 0.0683
6. H 0.1216

---

--- c ---
Below is C4H9N as an isolated structure, with properties calculated with ωB97M-V with the def2-TZVPD basis set.

```
! wB97M-V def2-TZVPD RIJCOSX def2/J DEFGRID3
* xyz 0 1
C 0.6618 -0.5211 1.6952
C -0.3761 0.1451 1.0032
C -0.3809 1.0497 2.0861
C 0.4648 -0.3835 -2.8262
N -1.2363 -0.2158 0.1501
H 0.5347 -1.5274 2.0743
H -0.0884 -0.8102 -3.6546
H 1.6346 -0.0393 1.7210
H 0.4713 1.4996 2.5652
H -1.3568 1.3871 2.4265
H 0.6585 0.6603 -3.0855
H 1.4199 -0.8029 -2.5113
H -0.2090 -0.4818 -1.9739
H -2.1982 0.0399 0.3298
*
```

HOMO energy	-8.6	eV
M	71.1	g/mol
Kohn-Sham gap	0.32835	Eh

Atom charges from the Löwdin analysis, given in e for atoms 1 to 6:
1. C 0.1076
2. C -0.5996
3. C 0.0690
4. C -0.0559
5. N 0.0981
6. H 0.0902

---

What should be chosen as the most stable of them? Choose b.

---

--- a ---
Below is a 2-piece molecular cluster, C4H9N overall, with properties calculated with ωB97M-V with the def2-TZVPD basis set.

```
! wB97M-V def2-TZVPD RIJCOSX def2/J DEFGRID3
* xyz 0 1
C -0.4385 -0.2984 1.4746
C -0.8307 0.1537 0.2518
C -1.6132 -0.4959 -0.7676
C 2.6441 -0.4728 -0.4128
N -0.6916 1.2817 -0.4227
H -0.4520 0.3936 2.3036
H 2.7911 -0.7486 -1.4557
H -0.1224 -1.3229 1.5778
H -1.2462 -0.5746 -1.7835
H -2.6533 -0.7508 -0.5973
H 3.1677 0.4529 -0.1798
H 1.5832 -0.3026 -0.2168
H 2.9839 -1.2905 0.2180
H -0.5345 2.0434 0.2641
*
```

HOMO energy	-7.6	eV
M	71.1	g/mol
Kohn-Sham gap	0.22919	Eh

Atom charges from the Löwdin analysis, given in e for atoms 1 to 6:
1. C -0.0046
2. C -0.6831
3. C 0.2141
4. C -0.0383
5. N 0.1700
6. H 0.0334

---

--- b ---
Below is one molecule with the formula C4H9N, with properties calculated with ωB97M-V with the def2-TZVPD basis set.

```
! wB97M-V def2-TZVPD RIJCOSX def2/J DEFGRID3
* xyz 0 1
C -1.5469 0.1857 1.2287
N -0.2006 -1.1742 -0.8174
C 0.2127 0.1631 -0.5611
C -0.2459 0.4781 0.8254
C 1.7296 0.4049 -0.6639
H -0.8451 -0.7843 1.2131
H -1.8890 0.5053 2.2022
H -2.2772 0.0277 0.4384
H -0.7940 -1.2013 -1.6408
H -0.2672 0.9360 -1.1931
H 0.4765 0.7517 1.5883
H 2.2419 -0.3528 -0.0713
H 2.0148 1.3932 -0.2913
H 2.0520 0.2797 -1.6931
*
```

HOMO energy	-6.6	eV
M	71.1	g/mol
Kohn-Sham gap	0.22797	Eh

Atom charges from the Löwdin analysis, given in e for atoms 1 to 6:
1. C -0.0112
2. N -0.0728
3. C -0.6185
4. C -0.0495
5. C -0.0903
6. H 0.1736

---

What should be chosen as the most stable of them? Choose a.

---

--- a ---
Below is a 2-piece molecular cluster, C4H9N overall, with properties calculated with ωB97M-V with the def2-TZVPD basis set.

```
! wB97M-V def2-TZVPD RIJCOSX def2/J DEFGRID3
* xyz 0 1
C 0.3256 -2.8081 0.1584
N 1.5292 -2.4146 -0.0531
H 0.0133 -3.6878 -0.4114
H -0.3051 -2.3892 0.9444
H 1.5298 -1.3888 -0.0928
C -0.2603 1.1056 -1.1244
C 0.1440 1.5200 0.2561
C -0.7219 1.7601 1.2380
H -0.7372 1.9626 -1.6127
H 0.5714 0.7278 -1.7112
H -1.1179 0.4237 -1.2290
H 1.2206 1.5597 0.3677
H -0.4090 1.8831 2.2648
H -1.7824 1.7461 1.0053
*
```

HOMO energy	-9.4	eV
M	71.1	g/mol
Kohn-Sham gap	0.37844	Eh

Atom charges from the Löwdin analysis, given in e for atoms 1 to 6:
1. C -0.1358
2. N -0.0003
3. H 0.0545
4. H 0.0612
5. H 0.0219
6. C -0.1358

---

--- b ---
Below is one molecule with the formula C4H9N, with properties calculated with ωB97M-V with the def2-TZVPD basis set.

```
! wB97M-V def2-TZVPD RIJCOSX def2/J DEFGRID3
* xyz 0 1
C -0.2875 -0.4907 1.5894
C -0.2708 0.5421 0.4809
C -0.9416 -0.0577 -0.7947
C 0.5108 -0.3357 -1.2342
H 0.1738 -1.4110 1.2320
H -1.3627 -0.7409 1.8379
H 0.2071 -0.1601 2.4753
H -0.7549 1.4654 0.8704
H -1.5950 -0.9104 -0.7412
H -1.4032 0.7976 -1.3679
H 0.7760 -0.1075 -2.3156
H 0.8344 -1.3982 -1.1070
H 1.8833 0.3386 0.3035
N 1.0251 0.5970 -0.2051
*
```

HOMO energy	-8.7	eV
M	71.1	g/mol
Kohn-Sham gap	0.36471	Eh

Atom charges from the Löwdin analysis, given in e for atoms 1 to 6:
1. C -0.0861
2. C -0.4124
3. C -0.1281
4. C -0.2306
5. H 0.0729
6. H 0.0964

---

What should be chosen as the most stable of them? Choose b.

---

--- a ---
Below is a 2-piece molecular cluster, C4H9N overall, with properties calculated with ωB97M-V with the def2-TZVPD basis set.

```
! wB97M-V def2-TZVPD RIJCOSX def2/J DEFGRID3
* xyz 0 1
C 3.0846 0.1806 0.3707
N 3.4160 1.4067 0.4347
H 2.7872 -0.2367 -0.5850
H 3.0026 -0.4314 1.2781
H 3.4945 1.6357 1.4292
C -1.4755 -0.2594 0.7913
C -2.3942 -0.4593 -0.4729
C -1.8158 -0.0960 -1.6272
H -2.0799 -0.5609 1.6477
H -0.5382 -0.8170 0.7087
H -1.2030 0.7874 0.7844
H -3.0812 -1.3124 -0.4273
H -2.0217 -0.6236 -2.5491
H -1.1753 0.7864 -1.7833
*
```

HOMO energy	-9.4	eV
M	71.1	g/mol
Kohn-Sham gap	0.37731	Eh

Atom charges from the Löwdin analysis, given in e for atoms 1 to 6:
1. C -0.1515
2. N 0.0075
3. H 0.0515
4. H 0.0616
5. H 0.0314
6. C -0.1145

---

--- b ---
Below is a 2-piece molecular cluster, C4H9N overall, with properties calculated with ωB97M-V with the def2-TZVPD basis set.

```
! wB97M-V def2-TZVPD RIJCOSX def2/J DEFGRID3
* xyz 0 1
C 1.7767 0.4849 -1.1058
C 0.9933 0.5142 -2.2503
H 2.9432 0.2300 -1.0865
H 1.3049 0.4613 -0.0793
H 1.3999 0.4878 -3.2463
H -0.0149 0.8244 -2.4002
C -1.0536 0.9617 1.0625
C -0.5456 -0.3166 1.1961
N -1.1714 -1.5409 1.1574
H -1.9354 1.3210 1.6795
H -0.3204 1.7569 0.7865
H 0.4787 -0.4647 1.3959
H -0.6139 -2.2505 0.8267
H -2.0675 -1.4457 0.6073
*
```

HOMO energy	-8.0	eV
M	71.1	g/mol
Kohn-Sham gap	0.33008	Eh

Atom charges from the Löwdin analysis, given in e for atoms 1 to 6:
1. C -0.0721
2. C -0.0692
3. H 0.0869
4. H -0.0035
5. H 0.0232
6. H 0.0256

---

What should be chosen as the most stable of them? Choose a.

---

--- a ---
Below is one molecule with the formula CH3ClN2O2, with properties calculated with ωB97M-V with the def2-TZVPD basis set.

```
! wB97M-V def2-TZVPD RIJCOSX def2/J DEFGRID3
* xyz 0 1
C -1.1520 0.1891 0.0015
N 0.3806 0.4080 0.3438
N 1.1254 -0.6784 -0.0115
O 0.4649 -1.6505 -0.1884
O 2.2909 -0.5304 -0.2100
Cl 1.0477 1.9461 0.1466
H -0.9712 -0.6728 -0.6135
H -1.5147 -0.0738 1.0218
H -1.6716 1.0628 -0.4904
*
```

HOMO energy	-10.3	eV
M	110.5	g/mol
Kohn-Sham gap	0.38976	Eh

Atom charges from the Löwdin analysis, given in e for atoms 1 to 6:
1. C -0.0135
2. N -0.5173
3. N -0.5228
4. O 0.0513
5. O 0.0589
6. Cl 0.7078

---

--- b ---
Below is one molecule with the formula CH3ClN2O2, with properties calculated with ωB97M-V with the def2-TZVPD basis set.

```
! wB97M-V def2-TZVPD RIJCOSX def2/J DEFGRID3
* xyz 0 1
C 0.1754 0.0553 -0.2161
N -0.6302 -0.4041 -1.4460
N -1.5327 0.4640 -1.9723
O -1.9083 1.3290 -1.2538
O -1.8359 0.2943 -3.1449
Cl 0.1948 -1.3842 -2.5524
H 0.0283 -0.7386 0.4971
H 1.2126 0.0537 -0.5855
H -0.3359 1.0531 0.0315
*
```

HOMO energy	-10.4	eV
M	110.5	g/mol
Kohn-Sham gap	0.39425	Eh

Atom charges from the Löwdin analysis, given in e for atoms 1 to 6:
1. C -0.0340
2. N -0.5186
3. N -0.5078
4. O 0.0696
5. O 0.0123
6. Cl 0.7346

---

What should be chosen as the most stable of them? Choose b.